Entry 1:
{"formula": "C31H46CaNO2", "method": "the ωB97M-V functional and the def2-TZVPD basis", "de_lowest_kj_mol": 65.82, "total_charge": -1, "energy_ha": -2091.6083, "homo_ev": -2.936, "homo_lumo_gap_ev": 5.239, "fmax_ev_per_a": 2.59, "elements": ["O", "C", "C", "H", "H", "C", "H", "H", "C", "H", "H", "H", "C", "H", "H", "H", "Ca", "C", "C", "C", "H", "C", "C", "H", "H", "H", "H", "C", "C", "C", "H", "C", "C", "H", "H", "H", "H", "O", "C", "C", "H", "H", "C", "H", "H", "C", "H", "H", "H", "H", "C", "C", "C", "C", "C", "C", "C", "C", "N", "C", "C", "C", "C", "H", "H", "H", "H", "H", "H", "H", "H", "H", "H", "H", "H", "H", "H", "H", "H", "H", "H"], "coordinates": [[-1.33756, 2.09883, -2.53103], [-0.16101, 2.32958, -3.36852], [-0.54644, 3.79284, -3.69672], [-0.13591, 1.60799, -4.19333], [0.75759, 2.17881, -2.79474], [-1.99363, 3.33899, -2.97438], [-0.34852, 4.09774, -4.75752], [0.00034, 4.51219, -3.02558], [-3.07182, 2.57223, -3.81823], [-2.57098, 1.95840, -4.65108], [-3.74886, 3.32709, -4.23378], [-3.63425, 1.86349, -3.15154], [-2.42439, 4.10054, -1.67857], [-1.47367, 4.48696, -1.21639], [-2.91938, 3.44005, -0.91906], [-3.13376, 4.93559, -1.94575], [0.10236, 0.22740, -0.14157], [0.99668, 2.48945, 1.26182], [2.08778, 1.59058, 1.35030], [2.63604, 1.43172, 0.06174], [2.49592, 1.19772, 2.26942], [1.93096, 2.29458, -0.80427], [0.88331, 2.91051, -0.07752], [0.18006, 3.65431, -0.43269], [0.37371, 2.85886, 2.06438], [3.54355, 0.90807, -0.19386], [2.25068, 2.53489, -1.80697], [-1.99007, -0.36703, 1.63855], [-2.21624, 0.94186, 1.18666], [-2.67587, 0.86408, -0.14143], [-2.06526, 1.84039, 1.75499], [-2.51857, -0.45885, -0.57800], [-2.17485, -1.23350, 0.54807], [-2.18372, -2.31218, 0.59307], [-1.75819, -0.67148, 2.65705], [-3.20948, 1.63337, -0.67258], [-2.68222, -0.83437, -1.57605], [-0.29011, -1.08274, -3.58684], [-0.45098, -0.57640, -4.96491], [0.32140, -1.41496, -6.02858], [0.03448, 0.42165, -4.96170], [-1.50636, -0.35514, -5.24924], [1.14239, -2.41628, -5.14537], [1.04711, -0.81466, -6.64083], [-0.39534, -1.93088, -6.69291], [0.85448, -1.97533, -3.63605], [2.23735, -2.39349, -5.33026], [0.80898, -3.47947, -5.28241], [1.72171, -1.35980, -3.23479], [0.70323, -2.91748, -3.04142], [1.25833, -2.74372, 6.57693], [0.88134, -1.73001, 5.53037], [0.42627, -0.46538, 5.94721], [0.07641, 0.50848, 4.98756], [-0.50885, 1.82774, 5.45139], [0.28891, 0.22070, 3.64599], [0.72916, -1.05024, 3.12520], [0.97175, -2.02159, 4.16668], [0.85308, -1.25464, 1.76117], [1.22408, -2.58854, 1.14760], [2.60189, -3.05847, 1.63119], [0.16968, -3.64568, 1.47352], [1.29995, -2.44190, -0.37826], [2.21199, -2.49816, 7.05420], [0.51778, -2.82361, 7.37683], [1.36519, -3.73028, 6.13105], [0.30588, -0.22325, 7.01211], [-1.43862, 1.69031, 6.02188], [0.18845, 2.34916, 6.12082], [-0.74660, 2.49600, 4.61415], [0.05858, 1.00006, 2.91444], [1.23097, -3.05666, 3.92921], [2.64680, -3.18270, 2.71748], [2.84888, -4.02907, 1.17753], [3.36788, -2.32539, 1.34009], [-0.80079, -3.34024, 1.08259], [0.41557, -4.60364, 1.00937], [0.06529, -3.79501, 2.54995], [0.32025, -2.24553, -0.84889], [2.03450, -1.68463, -0.69704], [1.64330, -3.40084, -0.78195]], "forces_ev_per_a": [[2.39, 0.47, -0.03], [-0.34, 0.08, 0.72], [-0.57, -0.50, 0.88], [-0.29, 1.03, 0.26], [-0.30, 0.16, -0.17], [0.69, -2.29, 0.09], [-0.94, -0.15, 0.85], [-0.67, -0.68, -0.58], [0.04, 1.22, -0.55], [-0.70, 1.08, 1.24], [-0.34, -0.42, -0.39], [0.65, 0.82, -0.51], [0.03, 0.53, -0.83], [-1.17, -0.14, -0.40], [0.52, 0.50, -1.03], [0.81, -0.59, 0.39], [-0.42, 0.37, 1.50], [0.40, -0.13, -0.25], [-0.08, 0.39, 0.05], [0.02, 0.56, 0.35], [-0.25, -0.34, -0.08], [-0.27, -0.10, -0.24], [0.33, 0.13, -0.14], [0.13, -0.21, -0.06], [0.06, -0.15, 0.04], [0.04, -0.17, 0.03], [-0.05, -0.07, -0.06], [-0.06, -0.50, 0.19], [-0.56, -0.13, 0.19], [0.51, 0.29, -0.33], [-0.29, 0.24, 0.27], [-0.62, -0.26, -0.08], [0.01, -0.11, 0.13], [0.16, 0.12, -0.13], [0.11, 0.18, -0.45], [0.54, 0.11, -0.27], [-0.31, -0.04, -0.10], [0.18, -1.16, -2.30], [0.65, 1.47, -0.05], [0.32, -0.60, 0.78], [-0.26, -0.97, -0.28], [0.55, -0.69, 0.67], [-0.43, -0.24, 0.82], [-1.00, -0.29, 0.56], [0.53, 0.16, 0.23], [0.88, 0.13, -0.47], [-0.73, 0.08, 0.00], [0.22, 1.00, 0.05], [-0.73, -1.03, -0.35], [-0.07, 1.29, -0.21], [0.06, -0.22, -0.02], [-0.51, 1.10, -0.11], [-0.10, 0.00, -0.04], [0.47, -0.86, 0.02], [0.05, 0.11, -0.08], [-0.19, 0.35, -0.58], [0.38, -0.97, -0.43], [0.09, -0.15, 0.04], [0.08, -0.01, 0.10], [-0.25, 1.18, 1.66], [0.33, -0.10, -0.14], [-0.23, -0.21, -0.10], [0.01, -0.03, 0.09], [-0.01, 0.05, -0.07], [-0.05, 0.10, -0.08], [0.04, -0.15, -0.04], [0.08, -0.23, -0.35], [0.19, -0.14, -0.15], [-0.07, -0.05, -0.15], [0.14, -0.18, 0.10], [-0.01, -0.44, 0.34], [-0.02, 0.49, 0.05], [0.01, 0.12, -0.35], [0.07, 0.09, 0.01], [-0.15, -0.15, 0.07], [0.21, -0.03, 0.13], [0.11, -0.17, 0.01], [0.00, 0.00, -0.19], [0.10, -0.03, 0.26], [-0.10, -0.05, 0.20], [-0.06, 0.12, -0.14]], "lowdin_charge": [-0.19, -0.19, -0.02, 0.06, 0.06, -0.43, 0.10, 0.10, -0.03, 0.10, 0.06, 0.10, -0.02, 0.07, 0.07, 0.09, 1.33, -0.21, -0.21, -0.22, 0.09, -0.25, -0.21, 0.06, 0.08, 0.08, 0.07, -0.21, -0.21, -0.23, 0.08, -0.24, -0.23, 0.07, 0.09, 0.05, 0.08, -0.16, -0.18, -0.15, 0.07, 0.13, -0.15, 0.11, 0.10, -0.19, 0.10, 0.11, 0.13, 0.11, -0.08, -0.31, -0.07, -0.29, -0.07, -0.05, -0.29, -0.03, -0.04, -0.62, -0.06, -0.05, -0.11, 0.07, 0.07, 0.06, 0.10, 0.07, 0.07, 0.06, 0.06, 0.07, 0.06, 0.07, 0.08, 0.04, 0.08, 0.07, 0.06, 0.07, 0.08]}


Entry 2:
{"formula": "C11H11ClO", "method": "the ωB97M-V functional and the def2-TZVPD basis", "de_lowest_kj_mol": 139.97, "total_charge": 0, "energy_ha": -961.0121, "homo_ev": [-8.324, -7.350], "homo_lumo_gap_ev": [7.684, 6.581], "fmax_ev_per_a": 3.74, "elements": ["C", "C", "C", "C", "C", "C", "C", "C", "C", "C", "C", "O", "Cl", "H", "H", "H", "H", "H", "H", "H", "H", "H", "H", "H"], "coordinates": [[-2.72875, -2.14940, -0.18788], [-2.20487, -1.88029, 1.04985], [-2.15786, -1.46186, -1.28894], [-1.13269, -0.95790, 1.21408], [-1.18958, -0.50862, -1.13916], [-0.61013, -0.22098, 0.13356], [2.20126, -0.96630, 0.37483], [0.96394, 1.81787, 1.25609], [0.74437, 2.03484, -0.25208], [0.29853, 0.81461, 0.38396], [2.04990, 1.97175, -1.08558], [3.26859, -0.84668, 0.85010], [1.66952, -2.40244, -0.33193], [-3.58644, -2.92073, -0.31588], [-2.58977, -2.39544, 1.89668], [-2.64721, -1.76115, -2.24480], [-0.91668, -0.90264, 2.24953], [-0.73208, 0.10307, -2.05038], [1.87766, 1.52990, 1.64660], [0.35445, 2.41852, 1.99611], [0.03067, 2.88223, -0.52140], [2.71929, 1.27117, -0.43634], [2.52582, 2.88671, -1.13797], [1.79208, 1.64377, -2.05906]], "forces_ev_per_a": [[-0.64, -0.71, -0.73], [1.17, 0.77, -0.44], [-1.84, -1.25, -0.62], [-2.08, -1.46, -0.62], [2.00, 1.81, -1.64], [-1.92, -0.65, 1.15], [0.36, 1.76, 0.58], [-3.51, 0.57, 0.27], [1.21, 1.56, -0.17], [1.19, -0.18, -0.54], [-0.73, -2.34, 2.83], [-0.07, 0.47, 0.23], [-0.88, -1.61, -0.87], [1.68, 1.54, 0.09], [-0.17, -0.21, 0.70], [0.92, 0.78, 0.44], [1.12, 0.84, 0.66], [-1.26, -1.51, 1.92], [1.98, -0.32, 0.44], [0.53, -0.77, -0.99], [0.68, -1.45, 0.32], [-0.93, 1.04, -1.91], [0.90, 2.08, -0.11], [0.28, -0.74, -1.00]], "nbo_charge": [-0.20, -0.21, -0.23, -0.16, -0.17, -0.14, 0.42, -0.45, -0.26, 0.12, -0.59, -0.52, 0.00, 0.22, 0.21, 0.22, 0.22, 0.22, 0.23, 0.22, 0.23, 0.22, 0.21, 0.21]}


Entry 3:
{"formula": "C26H32BClO2S", "method": "the ωB97M-V functional and the def2-TZVPD basis", "de_lowest_kj_mol": 455.70, "total_charge": 0, "energy_ha": -2043.5575, "homo_ev": -5.276, "homo_lumo_gap_ev": 4.842, "fmax_ev_per_a": 5.30, "elements": ["C", "C", "C", "C", "C", "B", "C", "C", "C", "C", "Cl", "C", "C", "O", "C", "C", "C", "C", "C", "C", "O", "S", "H", "H", "H", "H", "H", "H", "H", "H", "H", "H", "H", "H", "H", "H", "H", "H", "H", "H", "H", "H", "H", "C", "C", "C", "C", "C", "C", "C", "C", "C", "H", "H", "H", "H", "H", "H", "H", "H", "H", "H", "H"], "coordinates": [[2.21535, -0.70536, 3.58639], [2.17899, -1.16393, 2.18450], [2.74954, -0.52751, 1.08824], [2.61965, -1.27133, -0.10812], [1.79646, -2.39337, 0.02897], [-1.22546, 1.58038, -0.25292], [1.83516, -3.59901, -0.80096], [2.70774, -3.68707, -1.90695], [2.60919, -4.76192, -2.78860], [1.64344, -5.75246, -2.56803], [1.47530, -7.03951, -3.68695], [0.79745, -5.69970, -1.44969], [0.92086, -4.64510, -0.54730], [-2.09239, 1.55341, 0.80700], [-1.43369, 2.34044, 1.83977], [-2.53764, 3.04876, 2.59428], [-0.70140, 1.37841, 2.77045], [-0.42279, 3.25123, 1.00085], [-1.07607, 4.54423, 0.50864], [0.91445, 3.57768, 1.63109], [-0.14274, 2.43015, -0.15401], [1.56508, -2.71294, 1.77382], [2.81744, 0.20702, 3.64045], [1.20257, -0.49058, 3.95061], [2.65844, -1.46703, 4.24000], [3.25639, 0.43118, 1.17798], [3.02547, -0.95129, -1.06373], [3.47450, -2.92089, -2.04751], [3.27647, -4.83755, -3.64630], [0.06215, -6.48194, -1.28290], [0.29999, -4.63595, 0.35212], [-2.13912, 3.60455, 3.45025], [-3.07803, 3.74225, 1.94328], [-3.24913, 2.30571, 2.97264], [-0.27938, 1.91976, 3.62924], [-1.40174, 0.62284, 3.15332], [0.11583, 0.85440, 2.25256], [-1.21110, 5.25092, 1.33673], [-0.41915, 5.01715, -0.23096], [-2.05069, 4.35420, 0.03875], [0.77274, 4.16794, 2.54303], [1.49662, 2.68190, 1.87417], [1.50680, 4.17632, 0.92874], [-0.80890, -1.40053, 0.22500], [-0.33541, -0.78115, -0.99200], [0.21268, -1.42584, -2.18105], [-1.17793, 0.47053, -1.38283], [-0.63745, 1.36154, -2.42867], [-1.45692, 2.27127, -3.05066], [-2.84223, 2.27465, -2.81238], [-3.42563, 1.23802, -2.07725], [-2.64775, 0.27241, -1.48164], [-1.86979, -1.20392, 0.44017], [-0.67057, -2.48731, 0.22135], [-0.28420, -0.98125, 1.09401], [1.24935, -1.11971, -2.36172], [0.16839, -2.51759, -2.14526], [-0.33289, -1.10721, -3.08269], [0.42750, 1.28585, -2.64351], [-1.03816, 2.98307, -3.76789], [-3.46912, 3.03731, -3.27476], [-4.51486, 1.16171, -2.01474], [-3.07967, -0.62822, -1.04640]], "forces_ev_per_a": [[-0.14, 0.23, 0.52], [0.96, 0.01, -1.07], [-0.50, -0.44, 0.83], [-1.42, -0.54, 0.09], [3.35, -0.58, 1.86], [1.47, -0.73, 0.97], [-0.51, -0.30, -0.58], [-0.42, -0.36, 0.34], [-0.17, -0.07, 0.24], [-0.10, 0.90, 0.72], [-0.01, -0.43, -0.35], [0.53, 0.13, -0.06], [0.39, 0.05, -0.60], [0.73, 0.60, -0.12], [0.26, 0.17, 0.06], [-0.05, 0.39, 0.09], [0.18, -0.16, 0.05], [-0.29, 0.11, 0.10], [-0.08, 0.05, 0.01], [0.16, 0.00, 0.43], [-1.05, 0.24, 0.67], [0.08, 0.87, -1.03], [-0.13, -0.12, 0.16], [0.22, 0.02, 0.08], [-0.08, 0.21, -0.06], [-0.13, -0.19, -0.07], [-0.10, -0.04, 0.19], [-0.34, -0.28, -0.06], [-0.19, -0.01, 0.21], [0.17, 0.08, -0.07], [0.07, 0.12, -0.38], [-0.04, -0.03, -0.12], [0.04, -0.14, 0.15], [0.17, 0.11, -0.09], [-0.07, -0.11, -0.22], [0.12, 0.21, -0.13], [-0.22, 0.17, 0.08], [-0.04, -0.14, -0.13], [-0.14, -0.15, 0.11], [0.24, 0.03, 0.08], [0.07, -0.07, -0.07], [-0.20, 0.11, -0.04], [-0.17, -0.11, 0.11], [-0.58, -0.79, 1.17], [-3.45, 3.74, -1.49], [0.74, -0.07, -0.42], [1.51, -2.56, -1.00], [-0.12, -0.70, -0.58], [-0.43, 0.17, -0.34], [0.34, 0.68, -0.40], [-0.17, -0.62, 0.54], [-0.62, 0.20, -0.71], [0.12, -0.05, -0.11], [-0.11, 0.25, 0.07], [-0.04, -0.36, 0.04], [0.07, -0.34, -0.32], [0.11, 0.16, 0.17], [-0.20, 0.23, -0.01], [-0.21, 0.30, 0.14], [-0.11, -0.22, 0.27], [0.17, -0.22, 0.11], [0.32, -0.04, -0.12], [0.02, 0.44, 0.11]], "nbo_charge": [-0.65, -0.17, -0.28, -0.21, -0.18, 1.31, -0.10, -0.18, -0.22, -0.06, 0.02, -0.24, -0.15, -0.76, 0.25, -0.63, -0.64, 0.25, -0.64, -0.63, -0.75, 0.42, 0.22, 0.23, 0.23, 0.22, 0.22, 0.22, 0.23, 0.23, 0.21, 0.21, 0.22, 0.23, 0.21, 0.22, 0.22, 0.21, 0.22, 0.22, 0.21, 0.22, 0.22, -0.66, 0.08, -0.67, -0.47, -0.17, -0.22, -0.29, -0.22, -0.16, 0.21, 0.21, 0.22, 0.21, 0.23, 0.22, 0.22, 0.22, 0.21, 0.21, 0.22]}


Entry 4:
{"formula": "C4H11NOS", "method": "the ωB97M-V functional and the def2-TZVPD basis", "de_lowest_kj_mol": 95.95, "total_charge": 0, "energy_ha": -687.1728, "homo_ev": -8.550, "homo_lumo_gap_ev": 9.438, "fmax_ev_per_a": 2.44, "elements": ["C", "C", "N", "O", "H", "H", "H", "H", "H", "C", "S", "C", "H", "H", "H", "H", "H", "H"], "coordinates": [[-0.78009, -2.22708, 3.04792], [-0.93979, -0.93597, 2.36428], [0.22850, -0.19750, 2.18927], [-1.99980, -0.52980, 1.95746], [-1.73963, -2.73494, 3.16874], [-0.30925, -2.17834, 4.03445], [-0.15472, -2.99542, 2.58384], [0.06011, 0.64020, 1.64735], [0.87944, 0.09390, 2.89897], [1.02500, 2.51577, -2.64800], [0.36372, 1.28526, -1.44918], [0.11175, -0.07006, -2.60666], [1.05788, 3.49065, -2.15850], [0.32889, 2.57462, -3.48857], [2.01883, 2.45614, -3.10909], [0.90621, -0.39295, -3.27073], [-0.84402, 0.18525, -3.07817], [-0.21303, -0.97973, -2.08338]], "forces_ev_per_a": [[-0.07, -2.17, 1.11], [0.81, 0.91, 0.35], [-0.01, 0.99, -0.82], [-0.29, -0.13, -0.47], [-0.06, 0.41, 0.07], [-0.17, 0.54, 0.05], [0.15, 0.56, -0.67], [-0.35, -0.10, -0.25], [0.01, -1.03, 0.59], [-0.39, 0.53, -0.18], [1.46, 0.29, -0.62], [-1.79, -0.69, 0.46], [-0.38, -0.08, 0.16], [-0.10, 0.11, 0.16], [0.01, -0.98, 0.54], [0.18, 0.59, -0.09], [0.56, -0.01, -0.86], [0.46, 0.26, 0.47]], "nbo_charge": [-0.73, 0.67, -0.86, -0.58, 0.24, 0.23, 0.24, 0.39, 0.39, -0.75, 0.19, -0.77, 0.23, 0.21, 0.21, 0.22, 0.22, 0.24]}


Entry 5:
{"formula": "C4H14N2Si", "method": "the ωB97M-V functional and the def2-TZVPD basis", "de_lowest_kj_mol": 370.87, "total_charge": 0, "energy_ha": -559.6902, "homo_ev": [-9.366, -8.668], "homo_lumo_gap_ev": [9.106, 7.760], "fmax_ev_per_a": 6.93, "elements": ["C", "C", "C", "C", "N", "N", "Si", "H", "H", "H", "H", "H", "H", "H", "H", "H", "H", "H", "H", "H", "H"], "coordinates": [[0.26030, -3.27478, -0.13882], [-1.53258, 1.71113, -0.48259], [0.72402, 2.33748, 1.28999], [-0.67678, -2.21727, -0.61601], [1.18843, 1.09042, -1.27152], [0.33754, -0.52604, 0.89263], [0.11808, 0.94820, 0.14482], [0.78371, -3.00960, 0.90906], [-0.25298, -4.18837, -0.13250], [1.02058, -3.21682, -0.82413], [-1.71193, 1.41741, -1.40317], [-2.31470, 1.55303, 0.12650], [-1.52739, 2.74300, -0.50811], [1.43109, 2.01423, 2.12223], [1.32557, 3.08353, 0.78444], [-0.10562, 2.95633, 1.74672], [-0.44381, -1.67771, -1.40051], [-1.57874, -2.32917, -0.06694], [0.92401, 0.38929, -1.94890], [2.14974, 1.01347, -0.93675], [-0.11853, -0.81774, 1.71356]], "forces_ev_per_a": [[0.58, 2.46, 2.38], [3.55, -0.68, 2.54], [0.43, 0.19, 1.90], [0.69, -1.81, 6.65], [-0.79, -0.04, 1.20], [-0.12, -1.98, -1.71], [0.12, 3.63, -1.07], [-1.54, -0.77, -2.22], [-0.38, -1.57, 0.22], [2.30, -0.78, -1.50], [-1.20, -1.69, -4.56], [-3.01, -1.28, 2.18], [0.91, 2.41, -0.10], [-1.06, 0.16, -0.74], [0.07, 0.07, -0.66], [0.69, -0.95, -0.30], [0.42, 2.57, -3.88], [-1.25, 0.86, -0.52], [0.66, -0.09, -0.33], [-0.18, -0.34, -0.64], [-0.88, -0.36, 1.16]], "nbo_charge": [-0.68, -1.07, -1.13, -0.09, -1.26, -1.11, 1.83, 0.25, 0.22, 0.21, 0.21, 0.22, 0.24, 0.23, 0.24, 0.23, 0.17, 0.19, 0.36, 0.38, 0.36]}